{"formula": "C23H32BCrF2N5O5S", "method": "ωB97M-V/def2-TZVPD", "total_energy_ev": -87432.41025, "s2": 6.017, "de_lowest_kcal_mol": 0.0, "total_charge": -2, "gap_ev": [5.47, 5.60], "e_lumo_ev": [4.14, 4.14], "spin_multiplicity": 5, "elements": ["Cr", "N", "C", "C", "O", "O", "H", "H", "H", "H", "O", "C", "C", "C", "C", "C", "C", "C", "O", "O", "H", "H", "H", "H", "H", "C", "C", "N", "C", "S", "N", "C", "C", "H", "H", "H", "H", "H", "H", "H", "H", "H", "H", "H", "H", "C", "N", "C", "C", "N", "H", "H", "H", "H", "H", "H", "C", "C", "C", "C", "C", "C", "H", "H", "H", "H", "H", "F", "B", "F"], "positions_angstrom": [[-1.2464, -1.0471, -0.3807], [-2.6770, -0.4464, 1.0657], [-2.9651, -1.5949, 1.9102], [-2.5145, -2.9546, 1.3363], [-3.0188, -3.9725, 1.8025], [-1.6000, -2.9120, 0.4332], [-2.3478, 0.3756, 1.5789], [-3.4704, -0.1423, 0.5163], [-4.0191, -1.6570, 2.2027], [-2.3931, -1.4609, 2.8451], [-3.3773, 2.8675, -4.1622], [-2.1072, 2.6117, -3.8722], [-1.1313, 3.0553, -4.6729], [0.2427, 2.6911, -4.4132], [0.6091, 1.9605, -3.3494], [-0.3704, 1.5132, -2.3148], [-1.8454, 1.8230, -2.6238], [-2.9271, 0.7971, -2.2417], [-4.1124, 1.1468, -2.4656], [-2.5652, -0.2953, -1.7560], [-3.9049, 2.2938, -3.4965], [-1.4378, 3.6149, -5.5459], [1.0104, 2.9848, -5.1295], [1.6445, 1.6456, -3.2632], [-0.0760, 0.5070, -1.9245], [3.8781, -3.6722, 3.1072], [2.4804, -3.1268, 2.8169], [2.5455, -1.8582, 2.0975], [1.5599, -0.9385, 2.1333], [1.1850, 0.0700, 0.8936], [0.9374, -0.8877, 3.3694], [1.7558, -0.5732, 4.5219], [0.9676, -0.7573, 5.8214], [3.7828, -4.6704, 3.5373], [4.4605, -3.0585, 3.8047], [4.4628, -3.7737, 2.1884], [1.9090, -2.9593, 3.7366], [1.8930, -3.8388, 2.2143], [2.9269, -1.9553, 1.1618], [0.1756, -0.2196, 3.2875], [2.1192, 0.4528, 4.4471], [2.6480, -1.2104, 4.5527], [0.0249, -0.1951, 5.8321], [1.5538, -0.3631, 6.6625], [0.7649, -1.8032, 6.0466], [0.4896, 4.2055, -0.9755], [-0.7547, 3.8157, -1.5863], [-1.7647, 4.8295, -1.7027], [-1.1103, 2.4441, -1.4235], [-1.4325, 1.8797, -0.1446], [0.9330, 5.0523, -1.5155], [1.2030, 3.3835, -1.0929], [0.4192, 4.4537, 0.0964], [-1.4138, 5.6113, -2.3679], [-2.0829, 5.2866, -0.7629], [-2.6353, 4.3934, -2.1840], [2.4801, -3.5625, -2.7733], [1.8754, -2.5398, -3.4749], [0.8415, -1.7797, -2.8917], [0.3713, -1.9757, -1.5785], [1.0522, -3.0144, -0.9110], [2.0749, -3.7801, -1.4600], [3.2689, -4.1750, -3.2189], [2.2350, -2.3117, -4.4709], [0.3545, -1.0129, -3.5073], [0.7440, -3.2779, 0.0973], [2.5419, -4.5854, -0.8801], [-1.7579, 3.9667, 1.1800], [-1.6067, 2.6059, 0.9827], [-1.7565, 2.0210, 2.2542]], "atomic_forces_ev_per_a": [[0.8, -0.3, -0.6], [0.1, 0.1, 0.1], [-0.1, 0.0, 0.8], [0.3, 0.0, -0.4], [-0.1, -0.1, 0.2], [-0.4, 0.4, 0.6], [-0.1, -0.4, -0.2], [0.0, -0.1, -0.2], [0.1, -0.1, -0.1], [-0.2, -0.2, -0.2], [-1.2, -0.3, 0.2], [0.4, -0.3, 0.8], [0.3, 0.0, -0.1], [0.3, 0.0, 0.0], [-0.3, 0.2, 0.1], [1.3, -1.0, -0.9], [-0.2, -0.5, -0.1], [0.6, 0.7, -0.3], [-0.2, -0.1, 0.0], [-0.5, -0.1, -0.3], [0.1, 0.2, -0.3], [0.2, 0.1, -0.1], [-0.1, 0.0, 0.0], [-0.1, -0.1, 0.1], [-0.7, 1.0, -0.1], [-0.1, -0.2, 0.0], [-0.2, 0.1, 0.1], [0.8, -0.6, -0.7], [0.2, 0.1, 0.3], [-0.1, 0.2, 0.1], [-0.9, 0.4, -0.1], [0.1, -0.2, 0.7], [0.3, 0.4, 0.3], [0.1, 0.0, 0.0], [-0.3, 0.1, -0.1], [-0.1, 0.1, 0.0], [0.2, -0.2, -0.2], [0.2, 0.0, 0.2], [-0.1, 0.1, 0.1], [0.0, -0.1, 0.1], [0.1, 0.2, 0.0], [-0.2, 0.1, -0.1], [0.1, -0.2, -0.2], [0.0, -0.1, -0.1], [-0.1, -0.1, -0.2], [0.1, -0.2, -0.2], [0.3, 0.2, 0.0], [-0.1, -0.4, -0.1], [-0.3, 0.0, 0.9], [0.2, 0.5, -0.1], [-0.2, 0.1, 0.1], [-0.1, 0.0, 0.1], [0.0, 0.0, -0.1], [0.2, 0.4, -0.2], [0.0, 0.0, 0.3], [-0.2, 0.0, 0.0], [0.4, -0.1, 0.2], [-0.4, 0.5, 0.1], [-0.1, 0.1, -0.2], [0.1, -0.2, -0.2], [0.1, -0.2, 0.3], [0.0, -0.3, 0.0], [-0.2, 0.2, 0.1], [-0.2, 0.0, -0.2], [0.3, -0.2, 0.1], [-0.1, 0.1, 0.1], [-0.2, 0.2, -0.1], [0.2, 0.1, -0.1], [-0.3, 0.1, -0.1], [0.1, -0.3, -0.1]]}


{"formula": "C4H8N2O", "method": "ωB97M-V/def2-TZVPD", "total_energy_ev": -9305.12236, "de_lowest_kcal_mol": 29.3, "gap_ev": 10.62, "e_lumo_ev": 1.00, "smiles": "C[C@@]1(C(N)=O)CN1", "elements": ["C", "C", "C", "N", "O", "C", "N", "H", "H", "H", "H", "H", "H", "H", "H"], "positions_angstrom": [[0.9572, -0.1811, 1.2780], [0.0406, -0.2340, 0.0760], [0.4834, 0.6981, -1.0392], [-0.2546, 1.8383, -1.1172], [1.4609, 0.4660, -1.7280], [-0.6525, -1.4904, -0.2606], [-1.4058, -0.3396, 0.2576], [0.5249, -0.7385, 2.1170], [1.9291, -0.6181, 1.0332], [1.1147, 0.8548, 1.5970], [-1.1581, 1.8552, -0.6698], [-0.0742, 2.4640, -1.8890], [-0.8445, -1.7526, -1.2977], [-0.4884, -2.3385, 0.4039], [-1.6325, -0.4835, 1.2389]], "atomic_forces_ev_per_a": [[0.0, 0.0, 0.1], [0.2, 0.0, 0.0], [0.1, 0.0, 0.0], [0.0, 0.0, -0.2], [-0.3, 0.1, 0.2], [0.1, -0.2, -0.1], [-0.1, 0.1, 0.2], [0.1, 0.0, -0.1], [-0.1, 0.1, 0.0], [0.0, -0.1, 0.0], [0.1, -0.1, -0.1], [0.0, -0.1, 0.1], [0.0, 0.1, 0.2], [0.0, 0.2, -0.1], [0.0, 0.0, -0.1]]}